Entry 1:
# C29H23AlClN4O8S

C29H23AlClN4O8S as an isolated structure (ωB97M-V/def2-TZVPD, OMol25).

```
67
Properties=species:S:1:pos:R:3:nbo_charge:R:1
Al 1.2456 1.7232 -0.0654 2.021
O 1.1838 -4.9837 -2.2646 -0.354
N 0.1749 -4.3423 -2.4650 0.526
O -0.8639 -4.7802 -2.9033 -0.346
C 0.2592 -2.8775 -2.2857 0.039
C -0.5002 -2.1367 -3.1158 -0.089
C -0.5029 -0.7093 -3.0140 -0.118
C -1.2603 0.1420 -3.8382 -0.075
C -1.2256 1.4954 -3.6152 -0.250
C -0.4480 1.9991 -2.5673 0.124
N 0.2816 1.2154 -1.7880 -0.581
C 0.2619 -0.1180 -2.0151 0.267
C 1.0787 -0.9205 -1.1538 0.156
N 1.7970 -0.2243 -0.2482 -0.561
C 2.5861 -0.8844 0.5778 0.155
C 2.6906 -2.2774 0.5366 -0.208
C 1.9556 -2.9955 -0.3685 -0.098
C 1.1137 -2.3089 -1.2716 -0.008
H -1.1268 -2.6300 -3.8464 0.256
H -1.8655 -0.2754 -4.6334 0.241
H -1.7950 2.1806 -4.2256 0.250
H -0.4155 3.0560 -2.3458 0.241
H 3.1356 -0.2886 1.2921 0.237
H 3.3375 -2.7786 1.2411 0.247
H 2.0223 -4.0711 -0.3964 0.262
Cl 5.1222 7.0377 2.6749 0.038
C 4.4154 5.5817 2.0685 -0.079
C 4.9428 4.3412 2.4689 -0.119
C 4.4165 3.1585 2.0126 -0.298
C 3.3221 3.1636 1.1357 0.532
O 2.8262 2.0275 0.6972 -0.875
C 2.7984 4.4148 0.7314 -0.304
C 1.7172 4.4814 -0.1652 0.492
O 1.1046 3.4947 -0.6525 -0.737
C 3.3592 5.6226 1.2083 -0.131
H 5.7819 4.3307 3.1520 0.242
H 4.8294 2.2099 2.3261 0.234
H 1.3803 5.4688 -0.4916 0.175
H 2.9438 6.5701 0.8902 0.237
C -4.7981 -2.8632 -2.4428 -0.641
C -3.8716 -2.6424 -1.2818 0.012
C -3.6428 -3.6603 -0.3568 -0.205
C -2.7786 -3.4778 0.7093 -0.158
C -2.1091 -2.2688 0.8376 -0.373
C -2.3097 -1.2416 -0.0747 -0.228
C -3.2073 -1.4308 -1.1140 -0.175
S -0.9930 -2.0425 2.1811 2.350
O -0.7972 -3.2901 2.8548 -0.932
O 0.1361 -1.3257 1.6398 -0.991
N -1.8187 -1.0852 3.2210 -0.877
C -1.8392 0.3578 2.9998 -0.228
C -0.5361 1.0851 3.3541 -0.526
C -0.0412 2.0083 2.2707 0.819
O 0.4750 3.0847 2.4724 -0.613
O -0.0681 1.4408 1.0671 -0.931
H -5.7310 -3.3238 -2.1185 0.236
H -4.3404 -3.5330 -3.1733 0.232
H -5.0383 -1.9263 -2.9443 0.215
H -4.1534 -4.6083 -0.4719 0.228
H -2.6036 -4.2645 1.4301 0.251
H -1.7760 -0.3047 0.0410 0.234
H -3.3987 -0.6220 -1.8104 0.201
H -1.7401 -1.4189 4.1724 0.423
H -2.6737 0.7608 3.5722 0.224
H -2.0803 0.5127 1.9500 0.219
H 0.2540 0.3361 3.4456 0.252
H -0.5990 1.6311 4.2928 0.238
```

The value obtained for the frontier orbital gap is 7.284 eV. For the relative energy (zero: lowest compared OMol25 entry of this formula, charge and spin), the calculation gives 25.1 kJ/mol. The charge is +1. The calculation puts the LUMO energy at -4.00 eV.

=====

Entry 2:
# C3H2ClFS

A single C3H2ClFS molecule at a distorted geometry (ωB97M-V/def2-TZVPD, OMol25).

```
8
Properties=species:S:1:pos:R:3:nbo_charge:R:1
F 0.6632 -1.8681 0.0083 -0.273
C 1.0392 -0.6098 0.0378 0.456
Cl 2.7742 -0.4169 -0.0374 0.023
C 0.1981 0.4720 0.0141 -0.397
C -1.2628 0.4080 -0.0165 -0.336
S -2.2382 -0.8465 -0.0302 0.084
H 0.5960 1.4351 0.0373 0.236
H -1.7697 1.4262 -0.0135 0.207
```

The value obtained for the frontier orbital gap is 7.880 eV. The SMILES is F/C(Cl)=C\C=S. For the relative energy (zero: lowest compared OMol25 entry of this formula, charge and spin), the calculation gives 18.2 kJ/mol. The calculation puts the LUMO energy at -0.90 eV.

=====

Entry 3:
# C31H33ClF5MgN4O2S3

C31H33ClF5MgN4O2S3 as an isolated structure (ωB97M-V/def2-TZVPD, OMol25).

```
80
Properties=species:S:1:pos:R:3:lowdin_charge:R:1
Mg 2.3235 0.0855 -0.4517 0.483
F 7.3424 -1.3743 -4.0243 0.144
C 6.5337 -1.4218 -2.9741 -0.135
C 5.1713 -1.2401 -3.1330 -0.148
F 4.6520 -0.9980 -4.3361 0.128
C 4.3662 -1.2957 -2.0168 -0.227
F 3.0243 -1.0530 -2.2144 0.005
C 4.8194 -1.5030 -0.7215 -0.540
S 3.7555 -1.4684 0.6829 0.658
C 6.1958 -1.6809 -0.6067 -0.243
F 6.7422 -1.8615 0.5920 0.104
C 7.0406 -1.6439 -1.7035 -0.134
F 8.3479 -1.8036 -1.5424 0.144
S 4.6502 2.9279 -3.2493 1.130
C 3.4506 1.9701 -2.5068 -0.444
N 3.7270 1.4799 -1.3347 -0.024
C 5.0002 1.8916 -0.9278 -0.288
C 5.6270 1.5611 0.2774 -0.016
C 6.8968 2.0432 0.5027 -0.049
C 7.5509 2.8483 -0.4419 -0.060
C 6.9428 3.1873 -1.6301 -0.071
C 5.6571 2.6974 -1.8606 -0.453
H 2.5224 1.7691 -3.0257 0.097
H 5.1282 0.9239 0.9952 0.082
H 7.4025 1.7901 1.4248 0.116
H 8.5500 3.2072 -0.2350 0.114
H 7.4457 3.8052 -2.3610 0.116
C 0.1792 2.5608 2.4570 -0.217
S -0.1148 1.8942 0.8330 0.905
C -0.5852 3.3932 -0.0060 -0.222
O 1.2778 1.5832 0.2973 -0.592
H 0.5756 1.7517 3.0679 0.066
H -0.7723 2.8955 2.8715 0.068
H 0.8966 3.3768 2.3875 0.074
H -1.5258 3.7412 0.4211 0.072
H -0.7323 3.1453 -1.0555 0.063
H 0.1998 4.1390 0.1082 0.073
C -3.4493 0.3416 0.0719 -0.030
C -4.1488 -0.5310 -0.9756 -0.491
C -5.6228 -0.1016 -1.0189 -0.035
C -3.5560 -0.2155 -2.3572 -0.037
C -4.0527 -2.0711 -0.6917 -0.401
O -4.7860 -2.7397 -1.7388 -0.028
C -4.6860 -2.5862 0.6309 -0.096
C -3.9671 -2.5996 1.9902 -0.124
C -3.9987 -1.3297 2.8056 -0.241
C -2.8353 -0.8192 3.3692 -0.045
C -2.8469 0.3571 4.1051 -0.110
C -4.0400 1.0372 4.2759 -0.674
Cl -4.0516 2.5358 5.1558 0.667
C -5.2236 0.5307 3.7624 -0.093
C -5.1933 -0.6529 3.0416 -0.044
C -2.6691 -2.7181 -0.9802 -0.017
N -1.4319 -2.0960 -0.5126 -0.080
C -0.5035 -1.5038 -1.2600 -0.107
N 0.5316 -1.1556 -0.5126 0.023
C 0.1788 -1.6121 0.7246 -0.204
N -1.0004 -2.1714 0.7635 0.145
H -3.3317 1.3491 -0.3389 0.087
H -2.4641 -0.0236 0.3517 0.049
H -4.0369 0.4302 0.9826 0.074
H -5.6699 0.9820 -1.1400 0.095
H -6.1591 -0.3385 -0.0997 0.078
H -6.1528 -0.5404 -1.8649 0.093
H -3.8846 0.7770 -2.6716 0.092
H -3.8890 -0.9289 -3.1103 0.094
H -2.4658 -0.1929 -2.3423 0.057
H -5.7271 -2.6816 -1.5440 0.103
H -4.9103 -3.6309 0.4019 0.128
H -5.6582 -2.1032 0.7478 0.100
H -2.9363 -2.9300 1.8792 0.086
H -4.4661 -3.3771 2.5761 0.129
H -1.9037 -1.3494 3.2256 0.102
H -1.9420 0.7381 4.5609 0.100
H -6.1539 1.0553 3.9315 0.111
H -6.1249 -1.0450 2.6496 0.119
H -2.5760 -2.7662 -2.0628 0.136
H -2.6740 -3.7428 -0.6105 0.149
H -0.6003 -1.3627 -2.3239 0.148
H 0.8145 -1.5419 1.5930 0.118
```

The value obtained for the frontier orbital gap is 7.989 eV. For the relative energy (zero: lowest compared OMol25 entry of this formula, charge and spin), the calculation gives 27.8 kJ/mol. The charge is +1. The calculation puts the LUMO energy at -2.40 eV.

=====

Entry 4:
# C16H21AgCl4O13

C16H21AgCl4O13 as an isolated structure at a distorted geometry (ωB97M-V/def2-TZVPD, OMol25).

```
55
Properties=species:S:1:pos:R:3:lowdin_spin:R:1
Ag 2.8757 -3.5807 -1.9895 0.083
C -0.6578 -2.0668 -0.0597 0.016
C 0.5835 -2.5554 -0.6775 0.008
O 0.8816 -3.7929 -0.7333 0.455
O 1.4419 -1.8187 -1.2300 0.416
H -1.5268 -2.6793 -0.2873 0.004
H -0.8864 -1.0760 -0.4902 0.007
H -0.4810 -1.8329 0.9967 -0.001
C -2.4119 2.2120 4.2936 0.000
C -2.3000 3.5328 4.1192 0.000
C -1.7117 4.1435 2.8749 0.000
O -1.7375 5.3375 2.7406 0.000
C -1.1578 3.2209 1.8910 0.000
C -1.3106 1.9048 2.0601 0.000
C -1.9184 1.2963 3.2870 0.000
O -1.9511 0.0917 3.3844 0.000
O -0.8860 0.9963 1.1641 0.000
O -2.6930 4.4141 5.0303 0.000
H -2.7997 1.8231 5.2258 0.000
H -0.6901 3.5630 0.9763 0.000
H -1.1434 0.1419 1.5563 0.000
H -2.4902 5.3046 4.6879 0.000
C -0.0941 2.8098 -1.9981 0.003
C 0.6008 1.7177 -2.2891 0.000
C 2.0941 1.7213 -2.4471 0.000
O 2.6789 0.6571 -2.6001 0.003
C 2.7479 2.9977 -2.3692 0.000
C 2.0807 4.0978 -1.9846 0.000
C 0.5770 4.1071 -1.8565 0.000
O -0.0084 5.1395 -1.6656 0.001
O 2.6807 5.2614 -1.9161 0.000
O 0.0347 0.5149 -2.4235 0.005
H -1.1731 2.7754 -1.9137 0.000
H 3.7984 3.1097 -2.6111 0.000
H 2.0571 5.9460 -1.6196 0.000
H 0.7375 -0.1397 -2.2760 0.001
O 3.5063 -0.6736 0.7992 0.000
H 4.0117 -1.3857 0.3954 0.000
H 2.7113 -0.5916 0.2640 0.000
O -0.3644 -6.0865 -2.2186 0.001
H -0.1400 -6.0496 -3.1539 0.000
H -0.0537 -5.2596 -1.8428 0.000
O 3.3456 -1.8450 -3.4949 -0.002
H 3.7788 -1.9233 -4.3510 0.000
H 3.2061 -0.8886 -3.3361 0.000
C 1.8743 -3.3505 2.8288 0.000
Cl 0.1223 -3.2567 3.0746 0.000
Cl 2.7686 -3.2193 4.3159 0.000
H 2.0718 -4.3037 2.3430 0.000
H 2.1799 -2.5784 2.1244 0.000
C -4.9123 -3.5278 -1.1900 0.000
Cl -6.5497 -3.2232 -1.7971 0.000
Cl -3.9672 -4.5569 -2.2702 0.000
H -4.4267 -2.5631 -1.1141 0.000
H -5.0044 -4.0123 -0.2272 0.000
```

The expectation value of S² is 0.762. The value obtained for the frontier orbital gap (spin up / spin down) is 6.758 / 3.296 eV. As for the multiplicity: 2. The charge is +1. The calculation puts the LUMO energy (spin up / spin down) at -5.01 / -8.47 eV.

=====

Entry 5:
# C12H24O30Rb2S6Y

C12H24O30Rb2S6Y as an isolated structure at a distorted geometry (ωB97M-V/def2-TZVPD, OMol25).

```
75
Properties=species:S:1:pos:R:3:lowdin_charge:R:1
Rb -31.5993 8.8146 29.9874 0.920
Rb -24.8560 -0.0270 26.7855 0.905
Y -26.3318 7.3352 25.0121 2.039
S -27.4384 4.7199 28.8047 0.075
O -26.6303 5.8930 28.5824 -0.481
O -28.6121 4.8816 29.6829 -0.485
O -27.8454 4.6451 27.4210 -0.482
O -26.5990 3.6237 29.3347 -0.475
S -29.7222 10.4324 24.7478 0.045
O -30.9912 10.3134 25.4850 -0.473
O -29.5650 11.5271 23.8845 -0.367
O -28.5786 10.2568 25.6651 -0.501
O -29.4756 9.2056 24.0508 -0.477
S -24.5000 3.7876 22.5455 0.081
O -24.0728 4.5042 23.7680 -0.470
O -25.6834 4.5927 22.4064 -0.457
O -23.5570 3.9432 21.4487 -0.410
O -24.8299 2.3927 22.7251 -0.453
S -22.7263 9.9854 23.8708 0.117
O -22.6826 11.4324 23.8524 -0.412
O -23.8739 9.4925 23.1073 -0.412
O -21.4984 9.3854 23.3076 -0.423
O -23.1023 9.5115 25.2029 -0.425
C -24.1641 10.6601 31.5483 -0.046
C -22.7347 10.3586 32.2012 -0.132
O -21.7296 11.3676 31.8628 0.038
C -20.7994 11.2148 31.0140 -0.622
O -20.4263 10.1922 30.3808 0.095
O -20.1540 12.3509 30.8848 0.013
C -20.2986 13.4899 31.7096 -0.053
H -24.0615 10.7430 30.4663 0.084
H -24.6292 11.5457 31.9812 0.059
H -24.8808 9.8542 31.7062 0.072
H -22.4504 9.3505 31.8997 0.119
H -22.9685 10.2852 33.2633 0.104
H -21.3416 13.7642 31.8680 0.095
H -19.6726 14.3389 31.4348 0.090
H -19.8222 13.2493 32.6600 0.087
C -31.1927 -1.1666 28.9972 -0.065
C -31.2250 -0.7234 30.4606 -0.252
O -30.7784 -1.7101 31.2721 0.039
C -29.4728 -2.0088 31.3503 -0.611
O -28.6853 -1.8354 30.4364 0.114
O -29.2193 -2.7437 32.3580 0.020
C -27.9112 -3.2091 32.6890 -0.004
H -32.1142 -0.9482 28.4576 0.074
H -30.8914 -2.2084 28.8883 0.075
H -30.3275 -0.7336 28.4952 0.075
H -32.2775 -0.5539 30.6873 0.121
H -30.7172 0.2396 30.5146 0.140
H -27.9604 -4.0361 33.3974 0.089
H -27.3844 -2.4968 33.3240 0.100
H -27.5871 -3.4701 31.6815 0.100
C -31.8259 1.6605 21.8179 -0.201
C -32.3635 3.0448 22.1568 -0.105
O -33.2512 3.2044 20.9707 -0.235
S -34.1037 1.7917 20.6824 0.756
O -34.4628 1.6509 19.2659 -0.261
O -35.1710 1.6349 21.6951 -0.282
O -32.7513 0.9032 21.0645 -0.208
H -31.7157 1.1780 22.7890 0.130
H -30.8644 1.7758 21.3176 0.141
H -31.5906 3.7942 22.3275 0.148
H -33.0659 3.0667 22.9900 0.119
C -27.2606 4.2172 36.0169 -0.162
C -28.2787 3.1476 35.6871 -0.188
O -29.2629 3.2230 36.7014 -0.209
S -28.5947 3.5959 38.1910 0.695
O -28.3943 2.3667 38.9745 -0.262
O -29.2460 4.6678 38.7641 -0.200
O -27.1727 3.9537 37.4107 -0.222
H -27.4572 5.2517 35.7353 0.134
H -26.3110 4.0062 35.5253 0.140
H -27.8070 2.1740 35.8201 0.131
H -28.6572 3.2796 34.6735 0.146
```

The value obtained for the frontier orbital gap is 1.805 eV. The charge is -3. The calculation puts the LUMO energy at 2.39 eV.

=====

Number 1: energy -82740.4350 eV. Number 2: energy -29216.9690 eV. Number 3: energy -106796.0839 eV. Number 4: energy -97629.0748 eV. Number 5: energy -141605.3033 eV.